12
Properties=species:S:1:pos:R:3:forces:R:3:lowdin_charge:R:1 method="wB97M-V/def2-TZVPD" relative_energy_kcal_mol=139.1 lumo_ev=-12.541 total_energy_ev=-7198.5655 orbital_gap_ev=8.56 total_charge=+2
C -1.1012 -1.2975 -0.4181 -1.02 2.95 0.41 0.126
C 0.9371 -0.5991 -0.7419 1.23 -2.02 -2.42 0.087
C 0.9466 1.3995 0.5658 -0.38 1.46 1.18 0.349
C -1.0082 0.0008 0.2765 -3.87 0.67 1.91 -0.071
N -0.0255 -1.4217 -1.1204 2.15 -2.15 -0.91 0.157
N 0.3423 0.3140 0.1744 4.09 1.68 -0.71 -0.086
H -1.9720 -1.9066 -0.1760 0.35 -0.76 -0.81 0.187
H 2.5255 -0.9268 -1.6851 -3.15 1.05 2.22 0.472
H 0.3056 2.2453 0.8830 0.14 -0.57 0.04 0.167
H 2.0341 1.6265 0.7333 -0.70 -0.99 -0.95 0.185
H -1.7494 0.8877 0.2078 0.98 -1.41 -0.59 0.235
H -1.2350 -0.3221 1.3008 0.19 0.09 0.61 0.193